Entry 1:
The following is a DFT calculation (ωB97M-V/def2-TZVPD) of a cluster of 8 separate species, C18H39N15O9 in total.

```
81
C18H39N15O9 | OMol25 | ωB97M-V/def2-TZVPD
C -1.668 8.017 3.943
C -2.376 7.486 3.243
C -3.143 6.796 2.125
C -2.182 6.585 0.892
C -2.051 5.073 0.487
C -0.876 4.976 -0.507
C -1.058 4.987 -1.813
C 0.232 4.929 -2.657
O 0.323 4.299 -3.629
C 1.409 5.747 -2.062
N 2.268 6.551 -2.911
C 1.590 5.726 -0.755
C 0.575 4.864 0.020
O 0.886 4.167 0.904
H -0.769 8.406 4.402
H -3.593 5.861 2.492
H -3.919 7.517 1.800
H -2.484 7.226 0.047
H -1.176 6.900 1.235
H -1.797 4.479 1.389
H -2.991 4.665 0.077
H -2.047 5.056 -2.280
H 1.903 7.502 -2.843
H 3.164 6.575 -2.425
H 2.377 6.303 -0.253
N 0.105 -0.074 3.335
C 0.505 0.746 2.318
N -0.203 1.914 2.207
O 1.425 0.468 1.568
H -0.648 0.143 3.959
H 0.606 -0.943 3.455
H 0.070 2.553 1.471
H -0.959 2.164 2.815
N 2.580 -4.311 2.156
C 2.927 -3.339 3.035
N 4.149 -2.785 2.824
O 2.190 -2.988 3.957
H 3.168 -4.611 1.400
H 1.679 -4.751 2.284
H 4.438 -2.063 3.457
H 4.768 -3.061 2.072
N -1.855 -6.524 2.153
C -0.727 -6.104 2.795
N -0.917 -5.652 4.064
O 0.376 -6.130 2.267
H -2.768 -6.511 2.566
H -1.748 -6.864 1.213
H -0.103 -5.333 4.563
H -1.810 -5.621 4.516
N -1.801 1.210 -4.293
C -2.179 0.984 -3.004
N -1.189 1.121 -2.084
O -3.329 0.683 -2.699
H -0.868 1.459 -4.564
H -2.506 1.119 -5.000
H -1.431 0.966 -1.121
H -0.246 1.370 -2.316
N -5.709 -3.886 -3.260
C -4.814 -2.956 -2.805
N -4.963 -1.714 -3.324
O -3.942 -3.230 -1.992
H -6.430 -3.686 -3.925
H -5.626 -4.818 -2.896
H -4.318 -0.997 -3.011
H -5.669 -1.473 -3.992
N 8.366 -4.292 0.466
C 7.434 -3.473 1.029
N 7.837 -2.183 1.215
O 6.322 -3.867 1.344
H 9.284 -3.992 0.200
H 8.103 -5.249 0.315
H 7.175 -1.551 1.627
H 8.744 -1.841 0.963
N -1.659 -4.637 -3.839
C -0.611 -5.299 -3.273
N -0.655 -5.361 -1.912
O 0.292 -5.795 -3.930
H -2.406 -4.229 -3.306
H -1.670 -4.563 -4.839
H 0.095 -5.839 -1.446
H -1.390 -4.955 -1.362
```

## Properties
LUMO level: -0.6 eV
charge: 0
HOMO: -8.6 eV
spin multiplicity: 1
orbital gap: 7.994 eV

Here are the Mulliken charges for atoms 1 to 8, given in e: atom 1 (C): 0.335, atom 2 (C): -0.870, atom 3 (C): -0.471, atom 4 (C): -0.573, atom 5 (C): -0.951, atom 6 (C): 0.334, atom 7 (C): -0.159, atom 8 (C): 0.132

---

Entry 2:
The following is a DFT calculation (ωB97M-V/def2-TZVPD) of a structure of composition C17H35BBeClFN2O11.

```
69
C17H35BBeClFN2O11 | OMol25 | ωB97M-V/def2-TZVPD
C -3.125 -1.206 -0.689
C -4.584 -1.121 -0.129
C -5.448 -0.072 -0.899
Cl -5.419 1.446 0.096
B -6.902 -0.742 -0.967
O -7.844 -0.577 0.052
H -2.914 -2.171 -1.185
H -2.466 -1.118 0.195
H -2.910 -0.389 -1.393
H -4.568 -0.824 0.936
H -5.055 -2.106 -0.291
H -5.037 0.116 -1.900
H -7.185 -1.446 -1.895
H -8.031 -1.456 0.397
F -5.060 0.277 2.258
C 2.730 1.289 2.562
O 1.330 0.990 2.644
C 0.588 1.441 1.632
O 0.992 2.051 0.675
O -0.674 1.088 1.869
C -1.617 1.500 0.872
H 3.202 0.862 3.443
H 3.175 0.831 1.682
H 2.898 2.361 2.567
H -1.377 1.052 -0.092
H -1.641 2.586 0.792
H -2.597 1.148 1.193
C 3.326 -3.670 -1.178
C 2.221 -2.783 -0.612
C 2.589 -1.303 -0.541
C 3.754 -1.086 0.330
N 4.658 -0.905 1.012
H 4.220 -3.653 -0.547
H 2.991 -4.706 -1.235
H 3.610 -3.350 -2.184
H 1.958 -3.141 0.387
H 1.327 -2.880 -1.234
H 1.748 -0.732 -0.139
H 2.820 -0.911 -1.533
C -7.534 6.223 -4.045
O -7.299 4.830 -3.858
C -8.022 4.286 -2.874
O -8.813 4.866 -2.180
O -7.713 2.994 -2.802
C -8.415 2.279 -1.782
H -6.895 6.546 -4.864
H -8.573 6.406 -4.314
H -7.269 6.782 -3.149
H -9.489 2.307 -1.963
H -8.183 2.680 -0.798
H -8.072 1.250 -1.820
C 9.070 -4.227 -0.329
C 7.914 -3.620 0.391
O 6.897 -4.167 0.679
N 7.949 -2.170 0.732
C 8.873 -1.836 1.865
H 8.998 -5.308 -0.257
H 9.043 -3.926 -1.379
H 10.016 -3.911 0.113
H 8.218 -1.640 -0.102
H 6.973 -1.961 0.991
H 8.740 -0.784 2.104
H 9.897 -2.017 1.552
H 8.609 -2.452 2.720
Be -0.718 -1.812 -1.224
C 5.012 2.938 4.864
O 4.640 3.287 3.744
O 5.128 1.743 5.243
O 5.338 3.724 5.790
```

## Properties
LUMO level: -4.9 eV
charge: 0
HOMO: -6.1 eV
spin multiplicity: 1
orbital gap: 1.294 eV

Here are the Mulliken charges for atoms 1 to 8, given in e: atom 1 (C): -1.122, atom 2 (C): -0.590, atom 3 (C): -0.159, atom 4 (Cl): -0.162, atom 5 (B): 0.516, atom 6 (O): -0.530, atom 7 (H): 0.306, atom 8 (H): 0.235

---

Entry 3:
The following is a DFT calculation (ωB97M-V/def2-TZVPD) of an isolated molecule of C6H7O4.

```
17
C6H7O4 | OMol25 | ωB97M-V/def2-TZVPD
O 0.860 -0.348 2.050
O -0.041 -1.285 2.085
C -1.416 -0.292 -1.106
C -0.247 -0.988 -1.223
C 0.975 -0.574 -0.535
C 0.745 0.508 0.509
C -0.505 1.241 0.513
C -1.567 0.840 -0.264
O -0.699 2.303 1.332
O 1.750 -1.662 -0.040
H -2.306 -0.594 -1.641
H -0.163 -1.810 -1.935
H 1.580 -0.062 -1.295
H 1.657 1.123 0.614
H -2.500 1.420 -0.209
H 0.090 2.531 1.869
H 1.787 -2.353 -0.724
```

## Properties
LUMO level (alpha / beta): 0.7 / -2.0 eV
charge: 0
HOMO (alpha / beta): -6.2 / -8.8 eV
spin multiplicity: 4
orbital gap (alpha / beta): 6.869 / 6.792 eV

Here are the Mulliken charges for atoms 1 to 8, given in e: atom 1 (O): -0.054, atom 2 (O): -0.263, atom 3 (C): -0.319, atom 4 (C): -0.681, atom 5 (C): 0.155, atom 6 (C): -0.203, atom 7 (C): 0.643, atom 8 (C): -0.588

---

Entry 4:
The following is a DFT calculation (ωB97M-V/def2-TZVPD) of a cluster of 6 separate species, C12H10Cl16N2 in total.

```
40
C12H10Cl16N2 | OMol25 | ωB97M-V/def2-TZVPD
Cl 0.485 -3.077 11.831
C -0.601 -2.651 10.468
Cl -0.408 -0.953 10.130
Cl -0.303 -3.615 9.022
Cl -2.301 -2.890 10.846
Cl 8.667 -3.491 -1.531
C 7.416 -3.961 -2.754
Cl 6.936 -5.646 -2.571
Cl 6.013 -2.822 -2.680
Cl 8.202 -3.758 -4.321
Cl 7.133 -1.978 7.165
C 6.591 -1.431 5.577
Cl 5.197 -0.277 5.870
Cl 7.989 -0.690 4.812
Cl 6.048 -2.779 4.517
Cl 2.596 6.305 -5.236
C 3.043 5.921 -3.551
Cl 2.638 4.204 -3.336
Cl 4.782 6.104 -3.412
Cl 2.236 7.002 -2.407
C -1.975 -1.047 2.302
C -0.777 -1.241 1.590
C -1.005 -1.017 0.296
N -2.358 -0.693 0.145
C -2.964 -0.660 1.401
H -2.071 -1.239 3.360
H 0.164 -1.598 1.981
H -0.342 -1.005 -0.556
H -2.777 -0.459 -0.744
H -4.017 -0.432 1.475
C -5.278 1.710 -6.070
C -5.813 2.841 -6.480
C -7.130 2.803 -6.136
N -7.474 1.661 -5.569
C -6.374 0.900 -5.605
H -4.244 1.423 -6.190
H -5.204 3.659 -6.836
H -7.866 3.584 -6.257
H -8.420 1.398 -5.334
H -6.437 -0.106 -5.215
```

## Properties
LUMO level: 0.0 eV
charge: 0
HOMO: -8.0 eV
spin multiplicity: 1
orbital gap: 7.970 eV

Here are the Mulliken charges for atoms 1 to 8, given in e: atom 1 (Cl): -0.098, atom 2 (C): 0.383, atom 3 (Cl): -0.092, atom 4 (Cl): -0.093, atom 5 (Cl): -0.100, atom 6 (Cl): -0.099, atom 7 (C): 0.357, atom 8 (Cl): -0.076

---

Entry 5:
The following is a DFT calculation (ωB97M-V/def2-TZVPD) of a structure of composition C24H20GeNOSTeW.

```
50
C24H20GeNOSTeW | OMol25 | ωB97M-V/def2-TZVPD
W 0.689 2.381 2.235
O -1.209 1.785 1.962
N -2.030 2.366 1.055
C -3.279 1.859 0.986
C -4.181 2.390 0.113
C -3.775 3.453 -0.703
C -2.498 3.940 -0.617
C -1.584 3.389 0.297
S 0.021 3.957 0.514
H -3.466 1.036 1.658
H -5.178 1.980 0.065
H -4.470 3.889 -1.409
H -2.157 4.754 -1.239
C 1.883 1.056 1.596
Ge 1.206 -0.322 0.390
C 2.679 -1.242 -0.503
C 2.800 -1.295 -1.888
C 3.850 -1.985 -2.483
C 4.790 -2.631 -1.695
C 4.680 -2.589 -0.311
C 3.631 -1.900 0.277
C 0.202 -1.661 1.397
C -0.034 -2.905 0.806
C -0.775 -3.876 1.462
C -1.289 -3.617 2.726
C -1.056 -2.389 3.327
C -0.315 -1.418 2.665
C 0.033 0.428 -0.986
C 0.519 1.407 -1.854
C -0.271 1.917 -2.874
C -1.572 1.457 -3.037
C -2.073 0.489 -2.179
C -1.274 -0.022 -1.164
H 2.882 0.845 1.976
H 2.067 -0.798 -2.513
H 3.932 -2.020 -3.562
H 5.607 -3.169 -2.158
H 5.410 -3.095 0.307
H 3.549 -1.882 1.359
H 0.376 -3.121 -0.176
H -0.948 -4.836 0.992
H -1.864 -4.374 3.243
H -1.447 -2.189 4.317
H -0.133 -0.465 3.151
H 1.529 1.783 -1.730
H 0.125 2.674 -3.539
H -2.190 1.850 -3.835
H -3.085 0.123 -2.308
H -1.671 -0.787 -0.504
Te 1.364 3.381 4.385
```

## Properties
LUMO level (alpha / beta): -0.5 / -0.5 eV
charge: 0
HOMO (alpha / beta): -7.7 / -7.8 eV
spin multiplicity: 2
orbital gap (alpha / beta): 7.126 / 7.349 eV

Here are the Mulliken charges for atoms 1 to 8, given in e: atom 1 (W): 0.307, atom 2 (O): -0.618, atom 3 (N): 0.471, atom 4 (C): -0.250, atom 5 (C): -0.873, atom 6 (C): -0.080, atom 7 (C): -0.860, atom 8 (C): 0.665

---

Entry 6:
The following is a DFT calculation (ωB97M-V/def2-TZVPD) of the ion C4H6NO with charge +1.

```
12
C4H6NO | OMol25 | ωB97M-V/def2-TZVPD
C 1.710 -0.542 -0.004
C -1.939 -0.960 -0.205
C 0.580 -1.360 0.035
C -0.688 -1.009 0.073
N 1.446 1.073 0.079
O 2.861 -0.719 0.071
H -2.784 -0.852 0.503
H -2.483 -1.080 -1.156
H 0.659 -2.420 0.312
H 1.367 1.384 0.992
H 0.531 1.456 -0.251
H 1.987 1.575 -0.558
```

## Properties
LUMO level (alpha / beta): -3.7 / -8.6 eV
charge: +1
HOMO (alpha / beta): -11.5 / -15.3 eV
spin multiplicity: 3
orbital gap (alpha / beta): 7.864 / 6.702 eV

Here are the Mulliken charges for atoms 1 to 8, given in e: atom 1 (C): 0.452, atom 2 (C): -0.519, atom 3 (C): -0.024, atom 4 (C): -0.086, atom 5 (N): -0.372, atom 6 (O): -0.376, atom 7 (H): 0.278, atom 8 (H): 0.266

---

Entry 7:
The following is a DFT calculation (ωB97M-V/def2-TZVPD) of a cluster of 2 separate species, CH5NOP in total.

```
9
CH5NOP | OMol25 | ωB97M-V/def2-TZVPD
C -1.404 -0.340 0.263
N 0.729 -0.452 0.179
O 1.160 -1.511 -0.081
P 1.398 1.055 0.126
H -1.307 -0.840 -0.590
H -1.679 0.674 0.309
H -1.415 -1.080 1.066
H 0.270 1.810 -0.392
H 2.246 0.685 -0.878
```

## Properties
LUMO level (alpha / beta): -6.7 / -6.7 eV
charge: +1
HOMO (alpha / beta): -15.3 / -15.3 eV
spin multiplicity: 1
orbital gap (alpha / beta): 8.590 / 8.590 eV

Here are the Mulliken charges for atoms 1 to 8, given in e: atom 1 (C): -0.498, atom 2 (N): 0.261, atom 3 (O): -0.259, atom 4 (P): 0.146, atom 5 (H): 0.334, atom 6 (H): 0.393, atom 7 (H): 0.286, atom 8 (H): 0.163

---

Entry 8:
The following is a DFT calculation (ωB97M-V/def2-TZVPD) of a structure of composition C33H25F5N4O5PtS3.

```
76
C33H25F5N4O5PtS3 | OMol25 | ωB97M-V/def2-TZVPD
Pt 0.542 1.794 0.309
O 6.661 1.931 -0.958
C 5.315 2.061 -0.764
C 4.436 2.203 -1.821
C 3.075 2.317 -1.583
N 2.609 2.248 -0.330
C 3.467 2.176 0.694
C 4.829 2.080 0.534
C 2.838 2.313 2.064
O 3.544 2.357 3.060
O 1.560 2.449 2.032
C 2.146 2.616 -2.803
O 2.733 2.539 -3.900
O 0.976 2.914 -2.529
H 6.817 1.904 -1.908
H 4.752 2.249 -2.856
H 5.466 2.028 1.404
F -2.614 3.145 -0.031
C -1.613 4.040 -0.034
C -0.271 3.693 0.104
C 0.585 4.795 0.091
F 1.915 4.662 0.204
C 0.169 6.108 -0.037
F 1.061 7.115 -0.038
C -1.172 6.395 -0.173
F -1.598 7.665 -0.295
C -2.062 5.348 -0.169
F -3.380 5.605 -0.286
C -1.396 1.152 2.962
C -2.397 0.142 2.398
C -3.725 0.860 2.118
C -2.041 -0.710 1.181
C -2.486 -2.031 1.222
C -2.474 -2.855 0.113
C -2.033 -2.322 -1.090
C -1.557 -1.026 -1.202
C -1.144 -0.539 -2.582
C -1.857 0.749 -3.004
C 0.368 -0.406 -2.773
C -1.494 -0.223 -0.030
N -1.058 1.071 -0.136
H -1.689 1.398 3.987
H -1.393 2.081 2.393
H -0.371 0.791 2.989
H -2.587 -0.590 3.190
H -3.593 1.592 1.321
H -4.071 1.387 3.013
H -4.496 0.151 1.811
H -2.873 -2.407 2.164
H -2.811 -3.882 0.180
H -2.050 -2.936 -1.987
H -1.480 -1.331 -3.261
H -1.537 1.595 -2.397
H -2.941 0.645 -2.912
H -1.612 0.980 -4.044
H 0.758 0.452 -2.231
H 0.594 -0.244 -3.830
H 0.891 -1.299 -2.427
S -0.505 -4.303 3.997
C 0.122 -3.449 2.702
S 0.624 -1.807 2.876
C 0.989 -1.704 1.173
N 0.796 -2.818 0.558
N 0.325 -3.801 1.406
C 0.067 -5.050 0.765
C -0.105 -6.233 1.475
C -0.350 -7.416 0.789
C -0.422 -7.438 -0.593
C -0.237 -6.254 -1.296
C 0.007 -5.067 -0.630
S 1.753 -0.337 0.423
H -0.051 -6.229 2.550
H -0.483 -8.329 1.356
H -0.617 -8.365 -1.120
H -0.288 -6.247 -2.377
H 0.145 -4.145 -1.171
```

## Properties
LUMO level (alpha / beta): 4.0 / 4.0 eV
charge: -2
HOMO (alpha / beta): -2.4 / -2.4 eV
spin multiplicity: 1
orbital gap (alpha / beta): 6.364 / 6.363 eV

Here are the Mulliken charges for atoms 1 to 8, given in e: atom 1 (Pt): 0.819, atom 2 (O): -0.593, atom 3 (C): 1.143, atom 4 (C): -0.609, atom 5 (C): -0.392, atom 6 (N): 0.173, atom 7 (C): 0.737, atom 8 (C): -0.880

---

| no. | energy (eV) |
| --- | --- |
| 1 | -60081.2327 |
| 2 | -60005.4156 |
| 3 | -14517.4913 |
| 4 | -215941.8237 |
| 5 | -105218.3664 |
| 6 | -7769.3502 |
| 7 | -13931.3380 |
| 8 | -100166.1784 |